Entry 1:
# C22H25CdN2O3

A molecular structure, C22H25CdN2O3 in a non-equilibrium geometry (wB97M-V/def2-TZVPD, the Open Molecules 2025 dataset).

Values from the calculation:
HOMO: -3.9 eV
HOMO-LUMO gap: 6.50 eV
Total charge: -1

Each line ends with the natural charge from an NBO analysis.
Element x y z (Å)
C1 -3.888 1.582 -0.600  -0.33
C2 -3.302 0.590 -1.407  -0.31
C3 -2.625 -0.349 -0.564  -0.26
H1 -3.375 0.507 -2.489  0.20
C4 -2.773 0.059 0.770  -0.29
C5 -3.566 1.284 0.794  -0.63
H2 -2.385 -0.460 1.641  0.21
C6 -0.540 3.663 -0.643  -0.61
C7 -0.677 3.048 -1.946  -0.28
C8 0.308 2.061 -2.083  -0.28
H3 -1.457 3.260 -2.678  0.20
C9 1.096 2.047 -0.891  -0.10
C10 0.561 2.996 0.004  -0.32
H4 -2.081 -1.227 -0.909  0.22
H5 -4.167 1.618 1.656  0.23
H6 -4.493 2.430 -0.932  0.20
H7 0.927 3.190 1.001  0.21
H8 0.495 1.419 -2.950  0.20
H9 -0.957 4.646 -0.357  0.22
Cd1 -2.091 3.016 0.982  1.45
C11 2.405 1.334 -0.683  -0.05
C12 3.516 2.394 -0.577  -0.59
C13 2.779 0.427 -1.877  -0.62
H10 3.582 2.963 -1.515  0.21
H11 4.497 1.931 -0.399  0.18
H12 3.322 3.102 0.235  0.21
H13 2.916 1.034 -2.786  0.21
H14 1.993 -0.314 -2.051  0.24
H15 3.719 -0.106 -1.664  0.19
C14 2.354 0.524 0.652  -0.50
C15 1.528 -0.754 0.605  0.69
H16 1.918 1.153 1.449  0.25
H17 3.391 0.285 0.964  0.20
O1 0.674 -0.964 -0.255  -0.60
N1 1.861 -1.649 1.592  -0.63
C16 0.908 -2.662 2.059  -0.23
H18 2.434 -1.249 2.332  0.39
C17 0.168 -3.375 0.960  -0.02
C18 -1.187 -3.677 1.143  -0.20
H19 -1.653 -3.412 2.097  0.21
C19 -1.924 -4.271 0.116  -0.23
H20 -2.988 -4.467 0.262  0.21
C20 -1.288 -4.606 -1.089  -0.18
H21 -1.858 -5.070 -1.893  0.20
C21 0.078 -4.335 -1.265  -0.23
H22 0.582 -4.570 -2.208  0.21
C22 0.811 -3.755 -0.228  -0.18
H23 1.883 -3.576 -0.342  0.21
H24 0.196 -2.187 2.749  0.20
H25 1.498 -3.375 2.646  0.20
O2 -1.119 2.872 4.585  -0.45
N2 -1.299 2.924 3.381  0.21
O3 -0.709 2.052 2.607  -0.64

Entry 2:
# C12H23N3OP2PmS

A molecular structure, C12H23N3OP2PmS in a non-equilibrium geometry (wB97M-V/def2-TZVPD, the Open Molecules 2025 dataset).

Values from the calculation:
HOMO (spin up / spin down): -15.5 / -15.6 eV
HOMO-LUMO gap (spin up / spin down): 9.14 / 7.18 eV
Total charge: +2
Multiplicity: 6

Each line ends with the Löwdin spin population.
Element x y z (Å)
Pm1 -0.700 0.478 0.938  4.06
P1 -2.766 -1.717 1.461  0.00
P2 -0.253 3.301 0.818  0.05
N1 0.377 -1.694 0.139  -0.01
N2 1.422 0.753 -0.329  0.34
H1 1.955 -2.480 -1.060  0.00
H2 3.282 -0.244 -0.739  0.01
H3 2.473 -1.949 0.501  0.00
C1 1.781 -1.698 -0.318  0.00
H4 2.035 -0.367 -1.993  0.02
C2 2.195 -0.359 -0.900  0.04
H5 -0.046 -3.719 0.014  0.00
H6 2.757 2.121 -1.115  0.00
C3 -0.406 -2.695 0.209  0.00
C4 1.832 1.979 -0.554  0.02
C5 -1.941 -2.651 0.074  0.00
C6 1.238 3.170 -0.135  0.45
H7 -2.340 -3.643 0.182  0.00
H8 1.759 4.074 -0.419  0.02
H9 -0.894 4.342 0.086  0.02
H10 0.271 4.127 1.850  0.02
H11 -4.048 -1.856 0.881  0.00
H12 -3.023 -2.927 2.131  0.00
H13 -0.122 0.859 -2.533  0.00
C7 -1.205 0.674 -2.386  0.00
C8 -2.085 1.861 -2.792  0.00
C9 -1.354 -0.537 -3.317  0.00
O1 -1.485 0.527 -1.017  -0.02
H14 -1.881 2.274 -3.806  0.00
H15 -3.125 1.492 -2.649  0.00
H16 -1.918 2.597 -1.988  0.00
H17 -0.676 -1.379 -3.180  0.00
H18 -2.337 -0.976 -3.443  0.00
H19 -1.125 -0.260 -4.353  0.00
H20 -2.272 -2.448 -0.905  0.00
S1 1.011 -0.034 5.329  0.00
C10 2.533 -0.134 4.493  0.00
C11 2.314 -0.181 3.140  0.00
N3 0.979 -0.120 2.745  0.00
C12 0.155 -0.090 3.832  0.00
H21 3.495 -0.143 4.993  0.00
H22 3.082 -0.248 2.378  0.00
H23 -0.943 -0.083 3.739  0.00

Entry 3:
# C3H4ClO2S

A gas-phase ion, C3H4ClO2S (charge -1) in a non-equilibrium geometry (wB97M-V/def2-TZVPD, the Open Molecules 2025 dataset).

Values from the calculation:
HOMO: -4.9 eV
HOMO-LUMO gap: 8.37 eV
Total charge: -1
Structure (SMILES): C[C@](S)(Cl)C(=O)[O-]

Each line ends with the natural charge from an NBO analysis.
Element x y z (Å)
C1 0.419 1.295 0.155  -0.72
C2 -0.100 -0.074 0.401  -0.16
S1 -1.975 -0.032 0.650  -0.23
Cl1 0.616 -0.805 1.957  -0.14
C3 0.299 -1.110 -0.774  0.75
O1 -0.601 -1.914 -1.015  -0.72
O2 1.420 -0.946 -1.274  -0.73
H1 1.121 1.008 -0.743  0.27
H2 1.056 1.817 0.788  0.21
H3 -0.502 1.957 -0.054  0.22
H4 -1.752 -1.196 -0.092  0.24

Entry 4:
# C2H4BrOP

2 unconnected molecules or ions with the total composition C2H4BrOP in a non-equilibrium geometry (wB97M-V/def2-TZVPD, the Open Molecules 2025 dataset).

Values from the calculation:
HOMO (spin up / spin down): -8.9 / -9.3 eV
HOMO-LUMO gap (spin up / spin down): 8.07 / 7.66 eV

Each line ends with the natural charge from an NBO analysis.
Element x y z (Å)
C1 -1.341 -1.829 -0.464  0.01
C2 0.713 0.421 0.684  -0.53
O1 -0.715 -2.823 -0.159  -0.52
P1 -1.830 -0.787 0.877  0.55
Br1 -3.296 0.471 -0.233  -0.23
H1 -1.536 -1.775 -1.549  0.15
H2 1.080 0.885 -0.244  0.19
H3 1.110 -0.522 1.108  0.21
H4 0.423 1.238 1.288  0.18

Entry 5:
# C7H28ClO7

A molecular structure, C7H28ClO7 in a non-equilibrium geometry (wB97M-V/def2-TZVPD, the Open Molecules 2025 dataset).

Values from the calculation:
HOMO: -4.7 eV
HOMO-LUMO gap: 7.84 eV
Total charge: -1

Each line ends with the natural charge from an NBO analysis.
Element x y z (Å)
Cl1 -0.056 -0.282 0.050  -0.12
C1 -1.122 0.454 -2.636  -0.29
O1 -0.671 -0.737 -3.256  -0.70
H1 -0.847 1.345 -3.201  0.13
H2 -2.203 0.340 -2.556  0.20
H3 -0.760 0.589 -1.617  0.18
H4 0.222 -0.566 -3.563  0.44
C2 1.872 1.303 1.935  -0.26
O2 0.770 0.536 2.346  -0.76
H5 2.846 0.908 2.224  0.15
H6 1.865 1.482 0.860  0.18
H7 1.691 2.268 2.409  0.17
H8 0.441 0.128 1.541  0.41
C3 0.173 -3.014 -1.141  -0.25
O3 -0.748 -1.966 -1.355  -0.72
H9 1.204 -2.663 -1.115  0.14
H10 -0.035 -3.401 -0.144  0.19
H11 0.078 -3.812 -1.878  0.15
H12 -0.613 -1.302 -0.675  0.34
C4 -2.260 1.681 -0.226  -0.30
O4 -2.376 0.262 -0.260  -0.72
H13 -1.933 1.976 0.771  0.15
H14 -1.584 2.119 -0.960  0.21
H15 -3.282 1.990 -0.445  0.16
H16 -1.489 -0.080 -0.132  0.37
C5 2.376 -1.710 1.026  -0.27
O5 1.026 -2.148 1.077  -0.76
H17 2.457 -0.871 1.717  0.18
H18 3.070 -2.528 1.220  0.17
H19 2.578 -1.377 0.008  0.15
H20 0.471 -1.453 0.716  0.38
C6 -1.613 0.130 2.999  -0.25
O6 -1.618 -0.426 1.714  -0.73
H21 -2.337 -0.362 3.649  0.14
H22 -0.632 -0.033 3.444  0.20
H23 -1.875 1.188 2.959  0.14
H24 -0.747 -0.461 1.313  0.36
C7 1.141 1.893 -1.705  -0.27
O7 0.090 1.958 -0.720  -0.75
H25 0.961 1.100 -2.431  0.16
H26 1.261 2.792 -2.309  0.18
H27 2.131 1.672 -1.307  0.16
H28 0.074 1.076 -0.342  0.38